The following is a quantum chemistry calculation of C54H56BeNOP2S2SiTe as an isolated structure, from OMol25.

Positions of all 119 atoms, in Å:
Be: 0.24068 -0.88152 -0.39191
C: -2.66460 5.66860 2.27147
S: -3.01763 5.85992 0.50838
C: -1.34883 5.66138 -0.25731
C: -1.13962 4.24730 -0.71388
C: -1.35597 3.22830 0.38531
N: -1.07797 1.83247 -0.07844
P: 0.46452 1.25629 -0.40502
C: 1.63355 2.09891 0.76144
C: 1.72854 1.41926 1.95561
C: 2.69841 1.74271 2.89213
C: 3.52055 2.76003 2.58429
C: 3.31805 3.61587 1.43732
C: 2.46189 3.22439 0.43677
C: 1.02425 1.64876 -2.09354
C: 0.08860 1.89226 -3.04312
C: 0.43296 1.87315 -4.40470
C: 1.77974 1.78366 -4.76446
C: 2.78542 1.59403 -3.77880
C: 2.31622 1.39276 -2.50627
P: -2.24858 0.56231 -0.27855
C: -3.47714 1.45737 -1.19445
C: -3.50080 1.39161 -2.65598
C: -4.25322 2.27348 -3.41792
C: -5.17945 3.07703 -2.78574
C: -5.23932 3.09874 -1.39077
C: -4.40971 2.33383 -0.60459
C: -3.08004 0.46801 1.37051
C: -4.30204 -0.20368 1.46686
C: -4.91517 -0.21723 2.73810
C: -4.35134 0.48251 3.79800
C: -3.13066 1.09553 3.68841
C: -2.49802 1.09663 2.44233
H: -1.66657 5.21655 2.37697
H: -3.36789 5.11309 2.87288
H: -2.57972 6.65150 2.73868
H: -0.51982 6.01861 0.39107
H: -1.29941 6.33414 -1.13783
H: -0.11529 4.13465 -1.13027
H: -1.79872 4.06214 -1.53426
H: -2.38983 3.24044 0.78426
H: -0.72494 3.40499 1.25127
H: 1.00670 0.66082 2.14353
H: 2.80131 1.28001 3.86475
H: 4.31330 3.07625 3.23099
H: 4.00144 4.43912 1.32683
H: 2.42724 3.73167 -0.46216
H: -0.93248 2.18063 -2.82889
H: -0.28366 1.81276 -5.18587
H: 2.05962 1.76706 -5.83186
H: 3.85278 1.61883 -3.95214
H: 2.93679 1.16367 -1.61196
H: -2.69579 0.80671 -3.12688
H: -4.11905 2.41016 -4.52182
H: -5.81055 3.76242 -3.38157
H: -5.94023 3.72617 -0.84312
H: -4.51373 2.34677 0.49564
H: -4.72578 -0.70400 0.64607
H: -5.86540 -0.68668 2.87963
H: -4.94749 0.51111 4.72027
H: -2.81060 1.69837 4.50814
H: -1.53932 1.63162 2.36963
C: 8.16708 -1.75875 -1.00980
Te: 7.08221 -0.14947 -1.78814
C: 5.97823 0.30663 -0.09084
H: 9.05940 -1.40880 -0.42734
H: 8.63713 -2.25446 -1.89643
H: 7.47202 -2.36800 -0.53849
H: 6.62544 0.55510 0.71600
H: 5.27023 -0.46040 0.13409
H: 5.38881 1.18361 -0.39670
O: 0.93883 -1.17886 -1.77680
S: 1.90982 -1.97601 -2.67048
C: 2.79393 -2.99149 -1.51138
C: 3.22820 -2.38248 -0.36177
C: 4.00991 -3.12603 0.51489
C: 4.26525 -4.50777 0.30444
C: 3.74821 -5.07461 -0.87873
C: 3.10890 -4.31959 -1.87055
C: 0.77259 -3.14600 -3.52530
C: 0.81949 -3.15736 -4.92202
C: -0.23160 -3.78436 -5.60543
C: -1.19754 -4.46287 -4.88534
C: -1.23079 -4.44523 -3.47914
C: -0.23750 -3.76271 -2.79081
H: 2.94980 -1.35218 -0.17533
H: 4.46157 -2.58723 1.39158
H: 4.80658 -5.05966 1.02203
H: 3.91249 -6.12875 -1.14179
H: 2.83989 -4.79322 -2.79788
H: 1.66908 -2.66689 -5.36612
H: -0.32883 -3.68343 -6.69505
H: -2.06583 -4.80379 -5.46911
H: -1.96986 -4.97941 -2.90986
H: -0.23447 -3.61467 -1.72229
C: -4.67296 -3.62624 1.47157
C: -4.15078 -3.04054 0.37081
C: -2.80534 -2.64341 0.30246
C: -1.87979 -2.96194 1.33136
C: -2.38920 -3.68059 2.39307
C: -3.76470 -3.94107 2.49088
Si: -0.13122 -2.22988 1.23464
C: 0.31258 -1.65629 3.01743
C: 1.66281 -1.65825 3.44473
C: 1.96493 -1.12328 4.71764
C: 0.89735 -0.72335 5.61993
C: -0.42488 -0.84826 5.21440
C: -0.70386 -1.35958 3.92088
H: -5.73228 -3.92601 1.52439
H: -4.78698 -2.90333 -0.51947
H: -2.39384 -2.15704 -0.59412
H: -1.67733 -3.99825 3.14024
H: -4.19465 -4.30816 3.38343
H: 0.68508 -3.41971 0.89940
H: 2.50601 -1.94056 2.81517
H: 2.98842 -1.11695 5.18687
H: 1.20623 -0.51342 6.62512
H: -1.18758 -0.64175 5.94214
H: -1.80281 -1.48722 3.66348

The charge is +1. The energy relative to the best compared isomer or geometry (same formula, charge and spin) is 0.700 eV. The calculation puts the HOMO-LUMO gap at 7.297 eV. The HOMO energy comes out at -9.6 eV.